1.
Formula: C26H76N4O12
Source: OMol25
Level of theory: ωB97M-V with the def2-TZVPD basis set

Structure (XYZ):
```
118
Properties=species:S:1:pos:R:3:forces:R:3
C -0.091646 5.019425 0.963550 0.463 1.467 -0.038
O -0.729330 4.681518 2.178592 -0.144 -0.300 0.427
H -0.677611 5.730454 0.396377 -0.401 0.104 -0.241
H 0.136775 4.192470 0.321185 -0.269 -0.785 0.249
H 0.848390 5.526325 1.158690 0.418 0.050 0.100
H -0.792872 5.469023 2.740881 -0.081 -0.210 -0.431
C -1.231150 -1.918390 2.801384 -0.883 1.048 0.183
O -1.220666 -2.623603 1.635275 -0.321 -1.563 -1.067
H -0.900796 -2.423517 3.655396 0.283 -1.305 1.393
H -2.254208 -1.573191 2.922192 -0.089 0.116 0.469
H -0.614332 -1.070609 2.719560 0.878 1.536 -0.072
H -0.499825 -3.229840 1.528385 0.936 -0.398 0.369
C -3.056892 0.212068 -4.176222 3.066 0.051 -0.594
O -3.915172 -0.116718 -3.167329 -4.049 0.596 -1.264
H -2.691970 -0.723142 -4.670703 0.168 0.849 0.331
H -2.222084 0.767081 -3.630405 -0.707 -0.750 -1.314
H -3.512207 0.826286 -4.945844 -0.073 0.405 -0.001
H -4.814572 -0.251369 -3.596109 1.455 0.104 1.208
C -2.833650 -1.716308 -0.783243 8.123 4.669 -4.684
O -1.854351 -1.548798 -1.725036 -2.884 -2.695 4.041
N -4.024526 -1.410132 -1.028979 -12.604 -4.017 -10.408
N -2.954597 -1.158139 0.395587 8.661 1.247 9.250
H -4.428167 -2.359075 -1.436182 -0.164 1.617 -0.011
H -3.923860 -0.884299 -2.009498 -0.412 -1.425 1.939
H -2.460664 -1.845432 1.004901 -0.514 0.436 0.268
H -2.058189 -0.463357 0.409981 -2.042 -1.586 0.272
C 1.675921 2.077496 2.966535 -5.339 -3.105 -1.726
O 0.606038 1.385770 2.424580 5.215 3.285 2.049
N 2.825348 1.513769 3.284754 1.103 -2.057 0.829
N 1.611009 3.356851 3.294191 -0.447 2.838 0.917
H 2.874732 0.463462 3.156368 0.164 1.601 0.243
H 3.296557 1.950816 4.081337 0.032 -0.505 -0.697
H 0.778703 3.889416 3.047369 -0.086 -0.452 0.077
H 2.230303 3.817019 4.000923 -0.692 -1.021 -1.312
C 0.759744 1.811485 -0.791396 1.020 2.610 0.771
C -0.103048 0.620244 -0.724193 5.699 -1.907 -5.870
C 0.700058 -0.575434 -0.270963 2.361 -2.089 -1.436
O -0.983692 0.629103 0.157852 -7.143 2.943 6.053
H 1.607590 1.723088 -1.458720 -0.010 -0.285 -0.055
H 1.150861 2.120318 0.206874 -0.090 -0.484 -0.532
H 0.196744 2.682568 -1.136753 -0.154 -0.086 -0.143
H -0.549708 0.613797 -1.743633 0.155 -1.064 0.361
H 1.693651 -0.637180 -0.765844 -0.534 -0.436 -0.103
H 0.165469 -1.548081 -0.277144 0.108 0.774 -0.637
H 0.952482 -0.483370 0.774937 -0.093 0.728 0.544
H -0.616632 1.115832 0.908202 -0.250 -0.035 0.861
C -2.444711 1.517555 2.931409 -1.530 -0.278 0.546
C -3.895795 1.550022 2.388868 0.154 1.403 8.306
C -4.561520 2.899916 2.564295 1.987 1.290 -0.444
O -4.065593 1.195612 1.200116 -0.365 -2.145 -7.230
H -2.435520 1.314618 4.007612 0.025 -0.286 -0.150
H -1.921821 2.414288 2.820701 0.848 1.637 -0.524
H -1.947432 0.769091 2.375570 0.613 -0.936 -0.124
H -4.412763 0.824215 3.062406 -0.111 0.233 -0.148
H -4.833581 3.149355 3.532797 0.295 0.690 2.316
H -5.493139 2.968937 2.117252 -2.012 -0.517 -1.458
H -3.972038 3.729960 2.066962 -0.248 -0.878 0.852
H -4.114340 2.014167 0.713997 -0.063 -0.085 -1.415
C 4.674186 -1.093172 -1.177864 0.754 -0.088 -0.918
C 4.439630 0.408674 -1.230947 2.806 -2.745 -6.315
C 3.786421 0.732805 -2.549780 0.696 0.322 -2.020
O 3.620408 0.824893 -0.380614 -5.380 2.848 7.349
H 5.296228 -1.385127 -2.050368 0.044 0.023 0.763
H 3.765766 -1.676581 -1.301131 -0.339 0.146 0.296
H 5.153882 -1.292186 -0.232196 0.288 -0.587 0.220
H 5.366748 0.901567 -1.140089 1.653 0.599 -0.202
H 4.527269 0.431249 -3.321437 -0.846 0.191 -0.126
H 3.485961 1.801143 -2.724377 0.612 -0.817 0.476
H 2.861937 0.149639 -2.631927 0.276 -0.021 -0.112
H 4.070135 1.234604 0.351562 -0.144 0.192 0.732
C -3.584928 5.391925 -0.234332 -0.875 -0.270 -0.523
C -3.661798 4.038346 -1.008013 7.121 5.521 -2.484
C -2.370955 3.283535 -0.912991 2.130 -0.605 -1.156
O -4.491509 3.192859 -0.652517 -10.448 -4.058 4.399
H -4.496182 5.963503 -0.426308 -0.227 -0.009 0.018
H -2.798290 6.003104 -0.638300 0.511 0.163 -0.209
H -3.473185 5.347046 0.846957 0.170 -0.444 0.013
H -3.795611 4.259535 -2.078267 0.140 0.708 -0.254
H -2.060803 2.974108 0.087690 -0.400 0.316 0.208
H -1.561227 3.921731 -1.311672 -0.162 -0.495 -0.051
H -2.421050 2.297580 -1.479570 -0.015 1.316 0.423
H -5.354468 3.683528 -0.366348 1.807 -1.720 -0.778
C -0.370374 -4.651524 -0.719800 0.726 -0.021 0.805
C 0.871671 -4.799572 0.129814 1.383 -4.290 -5.507
C 2.073250 -4.251269 -0.496502 1.760 0.072 -4.945
O 0.901572 -4.215834 1.254561 -0.148 3.090 9.286
H -0.415081 -5.235984 -1.611053 0.322 -1.176 -0.232
H -0.476796 -3.666980 -1.073642 -0.357 1.770 -0.032
H -1.195053 -4.905677 -0.119520 -1.394 -0.245 0.622
H 1.056279 -5.864150 0.389430 -0.359 -0.352 -1.153
H 3.007450 -4.258236 0.048702 0.135 -0.663 0.584
H 2.003023 -3.189736 -0.806404 -0.606 -0.361 0.313
H 2.220093 -4.797893 -1.463631 0.491 0.438 0.519
H 1.754087 -4.553233 1.670044 -1.897 1.255 -0.124
C 2.266955 -2.288483 -4.022854 1.564 -0.271 -1.280
C 0.937052 -2.662219 -3.521603 -0.979 7.321 0.557
C -0.175556 -1.959094 -4.349456 0.421 -1.856 0.096
O 0.722789 -3.909315 -3.512043 -0.120 -7.884 -0.535
H 2.484056 -2.737560 -4.982542 -0.019 -0.501 -0.387
H 3.060861 -2.552763 -3.366401 0.691 -0.762 0.759
H 2.469988 -1.258322 -4.195639 -0.580 1.117 -0.001
H 0.913160 -2.246501 -2.482276 -0.403 0.127 -0.479
H -1.012160 -1.831364 -3.719436 -1.124 -0.075 0.589
H -0.470387 -2.519752 -5.276381 0.609 0.486 0.755
H 0.216481 -1.023934 -4.526127 0.456 2.413 -1.076
H 0.286496 -4.214829 -2.732130 -0.330 -0.035 0.356
C 4.764722 -2.468882 2.480344 -0.926 -3.041 2.923
C 3.374345 -1.959174 2.227576 1.366 -7.407 3.518
C 2.428326 -2.339307 3.323700 0.946 -2.248 0.908
O 3.326570 -0.730435 2.117093 0.633 10.285 -0.394
H 5.542203 -2.100523 1.936317 1.835 1.597 -1.803
H 4.758915 -3.551266 2.246977 0.064 0.227 0.208
H 5.056323 -2.422096 3.559470 -0.250 0.192 -0.682
H 3.122792 -2.340610 1.333137 -1.447 -2.334 -3.128
H 2.690298 -1.951538 4.291408 0.789 0.464 0.424
H 2.406145 -3.413973 3.475377 -0.201 -0.360 0.042
H 1.463101 -1.991292 3.192842 -2.006 0.612 -0.865
H 2.962135 -0.514419 1.283837 -0.641 1.290 -1.485
```
Forces are in eV/Å.

The value obtained for the HOMO energy is -5.897 eV. The total energy is -2157.4992 a.u. As for the max |F|: 0.32734 hartree/bohr. The value obtained for the LUMO energy is 0.2 eV. Its HOMO-LUMO gap is 6.124 eV. As for the energy above the lowest of the compared OMol25 structures with the same formula, charge and spin: 418.9 kcal/mol.

2.
Formula: C2H6INO2S
Source: OMol25
Level of theory: ωB97M-V with the def2-TZVPD basis set

Structure (XYZ):
```
13
Properties=species:S:1:pos:R:3:forces:R:3
C 2.065562 1.312750 -0.168768 1.140 -0.376 3.543
C 1.885056 0.067795 -0.437597 0.007 -0.388 0.144
N -3.873037 0.169032 0.502266 0.469 0.374 -3.806
O -1.594664 -0.688552 0.106828 1.018 -0.270 -1.296
O -3.630010 -2.316773 -0.040204 0.935 -0.329 0.110
S -3.090501 -1.063037 -0.516841 -0.578 1.632 0.589
I -5.855814 0.224896 0.026597 -0.130 0.039 0.070
H 2.441269 1.480924 0.853605 0.376 0.625 -0.840
H 1.695985 2.068269 -0.721729 -1.088 2.565 -1.724
H -0.889536 -0.519007 -0.624468 -2.045 -0.505 1.646
H 2.255850 -0.649423 0.205560 0.577 -1.567 1.216
H 1.294725 -0.249047 -1.209404 -1.023 -0.884 -2.383
H -3.790191 -0.069726 1.431143 0.341 -0.917 2.732
```
Forces are in eV/Å.

The value obtained for the HOMO energy is -9.318 eV. The total energy is -980.8063 a.u. As for the max |F|: 0.07494 hartree/bohr. The value obtained for the LUMO energy is -0.2 eV. Its HOMO-LUMO gap is 9.083 eV. As for the energy above the lowest of the compared OMol25 structures with the same formula, charge and spin: 33.9 kcal/mol.

3.
Formula: C27H53B3F4O22
Source: OMol25
Level of theory: ωB97M-V with the def2-TZVPD basis set

Structure (XYZ):
```
109
Properties=species:S:1:pos:R:3:forces:R:3
O 2.701955 -3.185902 5.088487 -0.123 -0.252 0.273
C 1.392827 -2.963337 4.605467 0.117 0.181 -0.741
C 1.462716 -1.906637 3.479311 -0.103 -0.499 -0.457
B 1.300752 -2.554762 2.049564 0.679 0.503 1.624
O 2.257945 -2.320919 1.078506 -1.285 0.036 -0.800
B 1.767758 -2.700588 -0.173701 1.210 -0.507 0.157
O 1.108522 -3.921844 -0.210543 -0.371 0.949 -0.745
B -0.023629 -3.698634 0.545665 0.549 -1.031 -0.049
F -1.187037 -3.818015 -0.034741 -0.848 -0.245 0.167
O 0.152170 -3.317353 1.841331 -0.102 0.603 -0.197
C 0.529752 -2.461642 5.748320 1.202 -0.769 -0.736
F -0.618675 -2.004367 5.323329 -1.558 0.804 -0.784
F 0.250686 -3.403073 6.615332 -0.130 -1.430 1.179
F 1.167326 -1.510319 6.379461 0.623 1.491 0.896
H 3.072059 -3.967000 4.663895 -0.070 0.052 0.060
H 0.975391 -3.916548 4.276707 -0.319 0.108 -0.096
H 2.407031 -1.383215 3.592933 0.073 0.067 -0.033
H 0.668321 -1.159489 3.548158 -0.100 -0.038 0.154
H 1.832420 -2.003162 -1.128655 0.297 -0.007 -0.040
C -1.718495 -6.395408 -2.957020 -0.070 -0.100 -0.288
C -0.930764 -5.102218 -2.979765 -0.307 -0.232 0.379
O -0.011989 -5.075552 -4.083216 0.099 0.181 -0.031
C -0.550491 -4.785482 -5.268673 0.008 -0.069 0.020
O -1.708862 -4.535565 -5.481269 0.087 0.009 0.005
O 0.421895 -4.821065 -6.184600 -0.029 0.049 0.061
C -0.027780 -4.594329 -7.523991 -0.002 0.080 -0.271
H -1.043431 -7.252591 -2.971274 0.035 0.037 0.131
H -2.341201 -6.448041 -2.063623 0.034 0.024 0.020
H -2.363837 -6.477839 -3.831329 -0.049 0.083 0.041
H -0.329262 -5.031987 -2.078103 0.276 0.062 -0.201
H -1.585164 -4.230877 -3.005087 0.002 -0.014 -0.192
H -0.604217 -3.673746 -7.594574 -0.068 -0.046 0.070
H -0.620118 -5.441351 -7.867719 -0.091 0.062 0.041
H 0.858937 -4.505405 -8.145937 0.095 -0.050 0.158
C -1.541963 3.643708 -0.969081 0.182 0.009 0.294
C -0.663355 3.001546 -2.021174 -0.523 0.079 -0.111
O 0.728594 3.077492 -1.671378 0.092 -0.089 -0.006
C 1.139204 2.195354 -0.765812 -0.032 0.067 -0.076
O 0.460364 1.349356 -0.235074 0.080 -0.003 -0.038
O 2.441115 2.398501 -0.540684 -0.134 -0.036 -0.007
C 2.977531 1.556662 0.479646 0.228 -0.173 0.195
H -1.217509 4.665744 -0.767448 -0.074 0.040 -0.126
H -2.581642 3.661194 -1.295310 0.015 0.011 -0.032
H -1.488518 3.098293 -0.027159 -0.062 -0.084 -0.053
H -0.761651 3.536275 -2.964491 0.258 0.030 0.006
H -0.950431 1.965849 -2.203547 0.135 -0.053 0.122
H 2.746123 0.512090 0.280036 -0.078 0.015 0.071
H 2.585913 1.852908 1.452357 -0.081 -0.099 -0.011
H 4.056610 1.684295 0.483198 -0.038 0.175 -0.171
C -2.843352 -1.304224 1.292920 -0.213 0.051 -0.222
C -3.053331 -0.235137 2.344568 0.325 -0.375 0.084
O -3.821810 0.864920 1.834988 -0.076 0.119 0.071
C -5.137285 0.662634 1.762752 0.115 -0.044 -0.066
O -5.724569 -0.334229 2.096286 0.006 0.101 -0.009
O -5.695668 1.761932 1.245634 0.013 -0.005 0.071
C -7.105394 1.659831 1.037048 -0.224 0.086 -0.060
H -2.410301 -0.871994 0.388301 0.125 0.035 0.082
H -2.179527 -2.081643 1.668241 -0.006 0.035 0.068
H -3.787053 -1.768191 1.007021 -0.012 -0.031 0.111
H -2.093033 0.185171 2.640810 -0.087 0.225 -0.080
H -3.521411 -0.641610 3.241155 -0.167 0.034 -0.082
H -7.615846 1.346566 1.945361 0.054 -0.113 -0.018
H -7.314496 0.963434 0.226034 -0.022 -0.082 0.090
H -7.457652 2.648606 0.755241 0.181 0.047 -0.008
C 10.021629 -1.375962 4.665835 -0.106 0.005 0.263
C 9.049084 -1.953566 3.659276 0.372 0.251 -0.148
O 8.122961 -2.855200 4.280961 -0.130 -0.041 -0.066
C 7.116799 -2.277936 4.942640 0.064 -0.043 0.062
O 6.918937 -1.094084 5.041451 -0.008 -0.082 -0.037
O 6.370946 -3.243511 5.482519 0.006 0.012 -0.063
C 5.287807 -2.769345 6.293214 0.027 0.094 0.304
H 10.518049 -2.175121 5.218210 0.066 -0.025 -0.112
H 10.776588 -0.770298 4.164198 -0.004 -0.031 -0.032
H 9.506556 -0.749756 5.393672 -0.033 0.054 -0.084
H 9.588620 -2.543441 2.919831 -0.137 -0.187 0.067
H 8.513251 -1.169748 3.123814 -0.122 -0.001 0.139
H 4.676401 -2.056621 5.753527 0.083 0.086 0.003
H 5.675043 -2.324019 7.209559 0.034 0.085 -0.069
H 4.678466 -3.628270 6.552942 0.139 -0.113 -0.080
C -1.879400 2.336726 -7.698774 -0.090 -0.184 0.204
C -0.392314 2.198171 -7.948118 -0.277 0.227 -0.326
O 0.290673 1.702102 -6.788176 0.125 -0.064 0.007
C 0.188746 0.388399 -6.581175 -0.056 0.067 0.045
O -0.398951 -0.398362 -7.279179 0.086 0.032 0.031
O 0.846670 0.094852 -5.457047 -0.003 0.018 -0.075
C 0.752000 -1.276792 -5.068857 0.032 -0.280 0.183
H -2.062160 2.943368 -6.810476 0.038 0.106 -0.073
H -2.368566 2.804168 -8.553486 0.038 0.024 -0.002
H -2.340681 1.364357 -7.528240 0.038 -0.024 -0.093
H 0.041289 3.175524 -8.153984 0.148 -0.040 0.191
H -0.187357 1.562281 -8.809276 -0.007 -0.144 0.117
H 1.041370 -1.939043 -5.882415 -0.099 0.029 -0.048
H -0.262059 -1.502175 -4.738020 -0.022 -0.057 -0.130
H 1.435129 -1.426053 -4.236778 0.036 0.209 -0.013
C -6.054764 6.838775 2.778291 0.057 0.247 -0.146
C -4.843928 5.929527 2.784680 -0.358 -0.105 0.324
O -3.999142 6.171784 1.650998 0.154 -0.024 -0.021
C -3.209739 7.243144 1.737961 -0.153 -0.051 -0.041
O -3.134775 8.000833 2.670761 0.040 -0.059 -0.070
O -2.520243 7.335786 0.597357 0.039 -0.016 0.039
C -1.682567 8.489894 0.509012 0.179 0.141 -0.108
H -6.588133 6.756777 1.829963 -0.039 -0.118 0.039
H -6.733545 6.577100 3.590188 0.014 -0.042 -0.007
H -5.762815 7.881874 2.897196 0.040 -0.031 0.088
H -5.160010 4.890559 2.703426 0.150 -0.020 -0.208
H -4.274400 6.026024 3.708948 0.092 0.143 -0.081
H -1.028374 8.568538 1.374667 -0.105 0.027 0.066
H -2.291253 9.387826 0.410395 0.015 0.013 0.126
H -1.075009 8.373842 -0.384578 -0.104 -0.149 -0.032
```
Forces are in eV/Å.

The value obtained for the HOMO energy is -10.844 eV. The total energy is -3190.3172 a.u. As for the max |F|: 0.03736 hartree/bohr. The value obtained for the LUMO energy is 0.0 eV. Its HOMO-LUMO gap is 10.892 eV.